Record 1
83
Properties=species:S:1:pos:R:3:forces:R:3:mulliken_charge:R:1 method="wB97M-V/def2-TZVPD" homo_lumo_gap_ev="5.1 / 5.1" spin_multiplicity=2 total_charge=+2 relative_energy_kcal_mol=65.43 s2=0.77
Ru 0.080144 0.049105 -0.232843 -2.03 0.01 2.66 0.539
O -1.679701 3.608815 2.306402 -0.04 0.45 -0.17 -0.683
C -2.115961 2.912441 3.367888 -0.10 -0.70 0.30 0.294
C -2.605635 3.618244 4.470006 0.14 0.05 -0.27 -0.733
C -3.038168 2.940851 5.587167 -0.02 -0.10 -0.01 -0.397
C -3.004554 1.545554 5.635731 -0.03 -0.06 0.10 -0.845
C -2.539765 0.834125 4.555922 0.02 0.13 -0.10 -0.606
C -2.088167 1.497981 3.406095 0.01 0.81 -0.27 0.146
C -1.571074 0.734303 2.264137 -0.35 -1.75 0.94 0.986
O -1.160924 1.314524 1.195861 1.60 -0.62 -2.36 -0.682
N -1.541586 -0.571436 2.411082 -0.24 0.80 0.84 -0.695
N -0.944714 -1.270401 1.443905 1.55 0.05 -2.11 0.816
C -0.954066 -2.556967 1.550925 0.05 0.29 0.02 -0.198
S -1.774842 -3.351726 2.865489 -0.02 -0.05 -0.14 0.025
C -0.965908 -4.957552 2.557860 -0.12 0.26 0.10 -0.246
C -0.794665 -5.119528 1.065550 0.05 0.08 -0.13 -0.855
S -0.115914 -3.557332 0.407017 0.00 -0.20 0.06 0.046
H -1.385724 2.984555 1.621541 0.00 0.00 0.05 0.210
H -2.635670 4.697497 4.412387 0.01 0.02 0.02 0.495
H -3.415032 3.497209 6.434290 0.00 0.02 0.02 0.413
H -3.348006 1.024631 6.517899 -0.02 0.00 0.02 0.434
H -2.516559 -0.245374 4.563564 -0.01 -0.03 0.06 0.541
H -1.602182 -5.736887 2.974322 -0.01 0.00 -0.01 0.505
H -0.013136 -4.941889 3.084656 0.03 -0.11 -0.08 -0.074
H -1.748933 -5.308171 0.575818 0.02 -0.04 0.01 0.303
H -0.089631 -5.911792 0.819406 0.00 -0.01 -0.01 0.506
F 7.319043 0.028079 -1.230302 0.05 0.01 -0.01 -0.244
C 6.139865 -0.088986 -0.665477 -0.11 -0.04 0.07 0.534
C 6.017343 -0.083819 0.717179 -0.08 0.00 0.00 0.295
F 7.081049 0.042249 1.480998 0.06 0.00 -0.02 -0.255
C 4.762157 -0.218727 1.290974 -0.20 -0.09 -0.10 0.202
F 4.670010 -0.253119 2.613790 0.18 0.09 0.03 -0.367
C 3.609522 -0.341213 0.521102 -0.33 -0.15 -0.19 0.035
P 1.966403 -0.362785 1.338133 0.13 1.14 0.22 1.362
C 2.087821 -1.717133 2.522259 -0.59 -0.18 -0.30 0.760
C 1.280744 -1.683103 3.660400 0.06 0.16 -0.02 -0.553
C 1.276775 -2.755306 4.535126 0.05 -0.02 0.05 -0.651
C 2.055484 -3.874069 4.265694 0.02 0.10 0.04 -0.912
C 2.831492 -3.923430 3.114965 0.09 -0.06 0.00 -0.666
C 2.845303 -2.853132 2.237957 0.07 0.12 -0.03 -0.858
C 2.001046 1.203783 2.266189 -0.25 -0.11 -0.16 0.883
C 2.437499 1.320459 3.584319 -0.02 -0.07 -0.04 -0.210
C 2.430875 2.562222 4.198563 0.01 -0.01 0.09 -0.797
C 1.972982 3.681931 3.519967 -0.01 -0.03 -0.03 -0.732
C 1.549664 3.572403 2.202881 0.06 0.06 -0.05 -0.496
C 1.572545 2.340620 1.574935 0.13 -0.05 0.04 -0.785
C 3.762479 -0.363618 -0.857749 0.08 -0.06 0.18 0.320
Br 2.273042 -0.633405 -2.005469 -0.76 0.16 0.33 -0.127
C 5.005035 -0.243811 -1.451390 -0.19 -0.01 -0.13 0.372
F 5.122569 -0.284865 -2.770692 0.08 0.02 -0.03 -0.309
H 0.665077 -0.814622 3.863133 -0.07 -0.07 0.02 0.444
H 0.664120 -2.716951 5.425618 0.00 0.01 0.01 0.480
H 2.064896 -4.702402 4.961860 0.00 -0.03 -0.01 0.455
H 3.428699 -4.799670 2.902367 0.04 0.01 0.01 0.472
H 3.458050 -2.896321 1.345520 -0.02 -0.03 -0.02 0.526
H 2.793473 0.455223 4.124323 -0.01 0.01 0.04 0.452
H 2.787659 2.652791 5.215243 -0.03 0.00 0.02 0.471
H 1.948637 4.642955 4.014905 0.02 0.01 0.01 0.453
H 1.202178 4.447201 1.670960 -0.01 0.00 -0.01 0.442
H 1.259502 2.263436 0.537969 0.03 0.10 0.08 0.310
C -2.712293 4.133564 -2.226840 0.04 -0.01 0.04 -1.092
C -1.591372 3.434483 -3.017696 -0.49 0.42 -0.13 -0.314
C -0.813683 2.578228 -2.158567 0.41 -0.17 0.21 0.117
N -0.215354 1.897365 -1.457638 0.42 -1.10 0.08 -0.289
H -3.402529 4.605603 -2.921283 0.02 0.01 -0.01 0.364
H -2.298597 4.900442 -1.575574 -0.01 -0.01 0.03 0.315
H -3.263584 3.420283 -1.616418 -0.04 0.00 -0.03 0.328
H -0.931085 4.171390 -3.479603 0.06 -0.12 -0.02 0.298
H -2.008479 2.809899 -3.811484 0.09 -0.02 0.01 0.280
C -0.565224 -4.047212 -3.783254 -0.06 -0.05 -0.15 -1.191
N -0.811972 -2.905284 -2.907878 0.01 -0.07 -0.35 0.035
C -1.949222 -2.313131 -2.571515 0.59 0.31 0.24 0.879
S -1.929149 -1.044503 -1.391585 0.03 0.72 0.37 -0.430
N -3.155149 -2.615388 -3.024834 -0.10 0.01 0.01 -0.205
C -3.587022 -3.549002 -4.060180 0.05 -0.22 -0.07 -1.014
H 0.406817 -4.459617 -3.525154 -0.02 -0.01 0.05 0.351
H -0.537571 -3.750178 -4.831887 -0.02 -0.04 0.02 0.368
H -1.315441 -4.820103 -3.639527 0.06 0.00 0.02 0.437
H 0.006102 -2.481922 -2.504724 -0.06 -0.03 0.14 -0.105
H -3.891402 -2.087464 -2.580354 0.01 0.01 0.00 0.265
H -2.865475 -3.599390 -4.869588 -0.06 0.03 0.00 0.362
H -4.528561 -3.187069 -4.463962 0.03 0.04 0.00 0.352
H -3.754949 -4.544861 -3.649331 0.03 0.01 -0.03 0.335

=====

Record 2
84
Properties=species:S:1:pos:R:3:forces:R:3:mulliken_charge:R:1 method="wB97M-V/def2-TZVPD" homo_lumo_gap_ev=6.8 total_charge=-1 relative_energy_kcal_mol=7.10
Rb 0.314095 0.567710 0.337389 -0.28 0.07 -0.69 0.893
C 4.005275 -0.831341 -2.587242 -0.03 0.04 -0.03 -0.863
C 4.499575 0.249742 -3.294361 0.03 -0.04 0.02 -0.566
C 3.682704 1.349733 -3.494163 -0.04 0.03 0.00 -0.807
C 2.394886 1.329616 -2.969055 -0.15 0.21 -0.02 0.305
N 1.928179 0.301512 -2.267814 -0.10 -0.02 0.01 0.342
C 2.709758 -0.749663 -2.096162 0.14 -0.17 0.06 -0.272
C 1.440833 2.466996 -3.175621 0.06 -0.10 0.02 0.635
C 1.581074 3.322728 -4.264334 -0.01 0.03 -0.01 -0.890
C 0.664472 4.345766 -4.427669 -0.03 -0.01 0.05 -0.684
C -0.365468 4.473362 -3.514223 0.06 -0.04 -0.02 -0.788
C -0.441313 3.560296 -2.463558 -0.13 0.06 0.03 0.350
N 0.447555 2.587820 -2.295498 0.10 -0.04 -0.03 0.231
C -1.552801 3.649104 -1.466961 0.02 -0.02 -0.15 0.510
C -2.813493 4.102489 -1.846125 0.07 -0.04 0.01 -0.668
C -3.813644 4.171407 -0.890310 0.00 -0.02 0.01 -0.698
C -3.523014 3.804600 0.412309 0.05 0.02 -0.10 -0.146
C -2.235789 3.362916 0.688684 -0.13 0.03 0.13 -0.483
N -1.275071 3.268188 -0.222010 0.16 -0.04 0.02 -0.158
H 4.604562 -1.709193 -2.393249 0.03 -0.02 -0.01 0.446
H 5.511340 0.246337 -3.678401 0.02 -0.01 -0.01 0.402
H 4.048461 2.215311 -4.027421 0.02 0.01 0.00 0.386
H 2.292244 -1.564579 -1.517970 0.01 -0.03 0.01 0.509
H 2.378214 3.181322 -4.979926 -0.01 -0.01 0.00 0.334
H 0.748810 5.033013 -5.259540 0.01 0.00 -0.01 0.421
H -1.088261 5.271044 -3.601621 -0.02 0.02 0.01 0.452
H -3.012446 4.362161 -2.876634 -0.01 0.01 -0.01 0.412
H -4.808274 4.498646 -1.165311 -0.02 0.01 0.02 0.440
H -4.260599 3.819367 1.201972 -0.03 0.04 0.00 0.171
H -1.977469 3.069572 1.701886 0.04 0.02 -0.01 0.580
Cl 6.375906 1.522380 5.780594 0.02 -0.01 0.00 -0.278
C 4.980122 1.465192 4.727720 0.00 -0.11 -0.13 0.237
C 3.873533 2.279702 5.023633 -0.02 0.07 0.07 -0.607
C 2.772565 2.256808 4.223061 -0.06 0.12 0.07 0.361
Cl 1.403406 3.266409 4.592339 0.15 -0.09 0.00 -0.194
C 2.667120 1.421166 3.048454 -0.02 -0.11 -0.13 -0.547
O 1.650218 1.419009 2.328717 0.05 0.19 0.31 -0.049
C 3.823511 0.599993 2.796758 0.11 -0.14 -0.06 1.112
C 3.898366 -0.326674 1.685554 0.00 0.06 0.07 -0.524
O 3.059549 -0.589105 0.834805 -0.05 0.03 0.11 -0.423
C 4.952765 0.642347 3.637234 -0.05 0.14 0.13 -0.923
H 3.894427 2.929079 5.888195 0.02 0.00 0.02 0.446
H 4.873958 -0.860306 1.641810 -0.01 0.00 0.01 0.177
H 5.801740 0.008844 3.409592 0.03 -0.01 0.01 0.347
C 0.885316 -4.539860 -3.313126 0.01 0.05 0.01 -0.995
N -0.240822 -4.153405 -2.493901 0.01 0.02 -0.04 0.243
C -0.783893 -4.916190 -1.476740 -0.20 0.01 0.16 -0.922
C -1.825090 -4.227537 -0.969626 0.19 -0.24 0.00 -0.303
N -1.917209 -3.051938 -1.687459 0.05 0.12 0.04 0.761
C -0.944827 -2.995572 -2.645215 -0.07 0.18 -0.18 0.095
S -0.721737 -1.795310 -3.784241 0.03 -0.01 0.00 -0.393
C -2.855713 -2.009954 -1.402894 -0.06 -0.01 -0.07 -0.645
C -4.164367 -2.157611 -1.824736 0.06 0.05 0.04 -0.383
C -5.066565 -1.156433 -1.490910 0.05 -0.01 -0.02 -0.706
C -4.613871 -0.074687 -0.761752 0.02 0.02 -0.06 -0.540
C -3.273250 -0.033472 -0.404514 -0.03 0.12 0.03 -0.527
N -2.396233 -0.979496 -0.713839 0.03 -0.01 -0.08 0.525
H 0.630646 -5.397055 -3.938703 0.01 0.01 0.02 0.332
H 1.734668 -4.785525 -2.674687 0.00 -0.02 -0.04 0.349
H 1.133066 -3.691772 -3.949111 0.00 -0.03 0.02 0.293
H -0.365878 -5.864053 -1.194924 0.00 -0.05 0.03 0.466
H -2.490272 -4.442409 -0.154363 -0.02 -0.02 0.03 0.515
H -4.451043 -3.026995 -2.399926 -0.01 0.00 0.01 0.522
H -6.103861 -1.235721 -1.785717 -0.03 0.01 0.00 0.401
H -5.276143 0.714994 -0.436036 -0.02 0.00 -0.01 0.488
H -2.902154 0.801428 0.180479 0.01 -0.02 0.00 0.476
Se -4.931025 -1.148896 2.545584 -0.10 -0.20 0.02 -0.572
Sb -4.389560 0.917374 3.584810 0.07 -0.07 0.00 0.703
Se -5.660845 2.904647 3.285507 -0.19 0.10 0.10 -0.605
Se -3.224854 0.656054 5.817209 0.11 0.06 -0.06 -0.445
Se -1.897821 1.326591 3.891311 -0.01 -0.05 0.12 0.047
C -1.573890 -3.153781 3.001320 0.02 -0.06 0.09 -1.060
P -0.286033 -2.058455 2.305006 0.16 0.03 0.03 0.655
C 0.640633 -1.618087 3.823775 0.00 -0.04 0.05 -0.907
C 0.891442 -3.302942 1.630186 0.02 -0.12 0.05 -0.819
H -1.140364 -3.953636 3.609259 -0.01 0.00 0.00 0.365
H -2.172003 -3.588063 2.200065 0.00 -0.02 -0.03 0.169
H -2.254732 -2.557417 3.607679 -0.03 0.03 0.04 0.275
H 0.881425 -2.502944 4.419787 -0.01 0.00 0.01 0.431
H 0.043105 -0.926745 4.416442 -0.01 0.01 0.05 0.201
H 1.565539 -1.106919 3.550114 -0.03 0.00 -0.03 0.048
H 1.151414 -4.063379 2.373538 -0.01 0.00 0.01 0.401
H 1.804376 -2.798753 1.309447 0.01 0.05 0.00 0.107
H 0.450841 -3.796901 0.765371 -0.03 -0.03 -0.08 0.022

=====

Record 3
80
Properties=species:S:1:pos:R:3:forces:R:3:mulliken_charge:R:1 method="wB97M-V/def2-TZVPD" homo_lumo_gap_ev=6.6 total_charge=+1
Ga -0.337576 -1.169945 0.947432 0.45 -0.13 0.18 -0.161
C 0.887508 -3.228262 2.927488 0.03 0.00 0.11 -1.164
N -0.178592 -3.357844 1.929723 0.07 -0.16 -0.08 -0.359
C -0.043364 -4.354874 0.871884 0.03 -0.04 -0.06 -1.073
C 0.437432 -3.674020 -0.381330 -0.16 -0.08 0.22 0.628
N 0.478902 -2.362586 -0.491020 -0.31 -0.06 -0.07 0.174
C 1.160910 -2.085169 -1.683049 0.13 -0.05 -0.23 0.106
C 1.675179 -0.896638 -2.203534 -0.06 -0.09 -0.01 0.579
C 2.365625 -0.975840 -3.393860 0.00 0.01 -0.03 -1.511
C 2.562742 -2.197430 -4.053600 0.00 -0.02 0.00 -0.506
C 2.114314 -3.388247 -3.520282 0.02 0.06 0.01 -1.211
C 1.430484 -3.302278 -2.315721 0.03 0.17 -0.05 0.482
N 0.952810 -4.286385 -1.456384 0.00 0.12 0.20 -0.096
C 1.790737 -2.063452 2.627408 0.03 -0.10 0.10 0.718
N 1.494293 -1.095294 1.780790 -0.11 0.00 0.13 0.365
C 2.591739 -0.218008 1.770998 0.23 0.16 -0.09 -0.235
C 2.883086 0.911084 0.998835 0.10 -0.13 0.07 0.737
C 4.077528 1.560383 1.225441 0.04 0.03 0.07 -1.083
C 4.986178 1.088666 2.187621 -0.10 -0.18 0.10 -0.931
C 4.737848 -0.052346 2.927270 0.01 0.11 -0.10 -1.184
C 3.527657 -0.694059 2.689658 0.02 0.14 -0.06 0.560
N 2.985770 -1.869242 3.204182 -0.23 -0.05 -0.13 -0.107
H 1.483852 -4.143535 3.015590 -0.05 0.05 -0.01 0.454
H 0.420087 -3.054693 3.902778 0.03 -0.06 -0.08 0.441
H -1.074191 -3.434638 2.397859 0.01 0.02 -0.06 0.316
H -1.012616 -4.828577 0.691801 0.06 0.05 0.03 0.464
H 0.660045 -5.152062 1.139981 -0.05 0.03 -0.03 0.407
H 1.585616 0.047346 -1.691108 -0.01 0.03 0.04 0.602
H 2.785493 -0.074007 -3.817227 0.03 0.01 0.01 0.566
H 3.108689 -2.207462 -4.985098 0.03 -0.01 -0.04 0.419
H 2.310028 -4.335169 -4.001006 0.01 -0.05 -0.03 0.438
H 1.044645 -5.281951 -1.576569 0.01 0.00 0.00 0.240
H 2.226357 1.283836 0.230523 0.20 -0.09 0.03 0.784
H 4.311203 2.447678 0.641725 -0.05 -0.34 0.27 0.592
H 5.909932 1.627583 2.337766 0.04 0.03 0.00 0.480
H 5.449599 -0.427831 3.647228 0.05 -0.03 0.05 0.435
H 3.412822 -2.474112 3.886381 0.01 0.00 -0.01 0.243
C -7.679146 0.495303 0.078351 -0.05 0.04 -0.03 -1.482
C -6.316928 0.192794 0.625195 0.02 -0.01 0.03 0.420
C -5.440970 1.206168 0.976268 0.04 0.01 -0.02 -0.978
C -4.187038 0.944678 1.521331 0.00 0.06 -0.04 1.126
C -3.301011 2.102453 1.880827 0.01 0.10 0.01 -1.362
C -3.809000 -0.384734 1.710620 -0.02 -0.07 0.10 -0.104
Te -2.043358 -0.802161 2.816266 -0.11 0.09 -0.10 0.106
C -4.660099 -1.432587 1.337430 -0.01 0.07 -0.12 1.174
C -4.293592 -2.879857 1.470971 0.09 -0.16 0.06 -1.104
C -5.901076 -1.120761 0.799975 0.05 0.04 -0.05 -1.038
H -7.816575 1.564034 -0.070969 -0.01 0.02 -0.01 0.357
H -8.454020 0.148129 0.762254 -0.02 -0.01 0.02 0.338
H -7.837794 -0.006242 -0.875289 -0.02 -0.02 -0.05 0.357
H -5.738785 2.236113 0.829351 -0.02 0.06 0.00 0.280
H -3.760678 3.039724 1.574362 -0.01 0.03 0.01 0.392
H -2.328848 2.030252 1.390740 -0.05 0.00 0.03 0.125
H -3.116919 2.149092 2.954656 0.01 0.01 0.02 0.403
H -3.284592 -3.069451 1.091566 -0.03 -0.01 0.00 -0.060
H -4.989267 -3.497109 0.906197 -0.01 -0.04 0.01 0.414
H -4.317866 -3.206039 2.512780 0.04 -0.01 0.01 0.347
H -6.561667 -1.926987 0.506959 -0.04 -0.05 0.00 0.377
O 5.587706 5.246512 -1.478791 0.04 -0.01 0.05 -0.678
S 4.634347 4.281149 -1.013360 -0.02 0.37 -0.81 1.354
O 4.933948 2.883852 -1.313148 0.06 0.04 -0.05 -0.674
O 4.112245 4.476630 0.325871 0.00 0.09 0.23 -0.702
C 3.137724 4.498546 -2.053421 0.72 0.05 0.35 -0.129
N 3.107704 5.150612 -3.197747 0.07 0.35 -0.59 -0.525
C 1.976348 5.093265 -3.892921 -0.09 -0.09 -0.06 -0.395
C 0.851305 4.368662 -3.491715 0.35 -0.03 0.51 -0.804
C 1.001938 3.742771 -2.258886 0.22 0.03 -0.30 0.287
N 2.128309 3.828635 -1.560674 -0.64 -0.36 0.07 0.025
C 0.143576 2.759981 -1.563597 -0.44 0.02 0.11 1.114
C 0.354052 2.690095 -0.180111 -0.41 0.20 -0.25 -1.034
C -0.015145 1.561456 0.479410 -0.16 -0.31 0.05 -1.100
N -0.523353 0.494469 -0.173859 -0.34 0.02 0.04 0.942
C -0.924820 0.637463 -1.449152 0.22 0.04 0.12 -0.440
C -0.645474 1.784048 -2.173072 0.29 -0.08 0.20 -0.828
H 1.971600 5.625586 -4.836786 -0.03 0.06 0.00 0.429
H -0.045131 4.326126 -4.088886 -0.08 -0.02 -0.04 0.477
H 0.917644 3.462748 0.317931 -0.02 0.05 0.08 0.362
H 0.192434 1.431823 1.536719 -0.06 0.01 -0.04 0.715
H -1.381512 -0.225889 -1.916835 -0.02 0.02 0.02 0.442
H -0.878986 1.818028 -3.227385 -0.05 0.04 -0.01 0.467

=====

| no. | DFT total energy (eV) |
| --- | --- |
| 1 | -172596.902 |
| 2 | -362566.261 |
| 3 | -124341.531 |